Below is a structure of composition C43H47Cl2N8NiO, with properties calculated with ωB97M-V/def2-TZVPD.

LUMO level (spin up / spin down) = -2.8 / -3.7 eV
HOMO (spin up / spin down) = -10.62 / -10.62 eV
spin multiplicity = 3
charge = +1
largest force on an atom = 4.0 eV/A
<S²> = 2.007
E = -4608.43539 Ha

CARTESIAN COORDINATES (ANGSTROEM)
Ni1 -1.763 2.956 -0.402
C1 0.849 -0.325 -1.186
C2 0.131 0.098 0.091
O1 -0.762 1.152 -0.060
H1 1.375 0.466 -1.722
H2 0.242 -0.849 -1.927
H3 1.637 -0.972 -0.790
H4 0.959 0.405 0.747
H5 -0.369 -0.787 0.499
N1 3.903 3.456 -0.996
C3 4.811 3.381 -0.004
C4 5.316 2.161 0.417
C5 4.923 0.997 -0.240
C6 3.966 1.095 -1.227
C7 3.401 2.325 -1.525
H6 5.048 4.300 0.514
H7 5.953 2.212 1.291
H8 5.275 0.009 0.024
H9 3.664 0.231 -1.804
H10 2.582 2.477 -2.216
N2 -3.188 1.922 -1.595
C8 -3.842 2.491 -2.648
C9 -4.994 2.014 -3.212
C10 -5.437 0.778 -2.773
C11 -4.746 0.082 -1.811
C12 -3.631 0.693 -1.264
H11 -3.394 3.373 -3.091
H12 -5.410 2.572 -4.037
H13 -6.315 0.387 -3.274
H14 -5.147 -0.862 -1.475
H15 -3.195 0.220 -0.393
N3 0.569 0.001 4.552
C13 1.299 0.722 3.707
C14 2.672 0.894 3.865
C15 3.316 0.221 4.897
C16 2.549 -0.497 5.785
C17 1.182 -0.607 5.583
H16 0.808 1.297 2.931
H17 3.180 1.537 3.157
H18 4.382 0.332 5.047
H19 3.018 -0.944 6.652
H20 0.556 -1.203 6.233
N4 -2.701 -1.520 4.834
C18 -2.233 -1.388 3.593
C19 -2.669 -2.260 2.594
C20 -3.616 -3.223 2.855
C21 -4.024 -3.368 4.181
C22 -3.508 -2.535 5.162
H21 -1.390 -0.736 3.416
H22 -2.264 -2.243 1.590
H23 -3.867 -3.859 2.016
H24 -4.725 -4.132 4.492
H25 -3.839 -2.686 6.181
N5 2.102 -4.821 -1.974
C23 2.030 -3.519 -2.315
C24 1.338 -3.048 -3.434
C25 0.751 -3.988 -4.273
C26 0.790 -5.334 -3.934
C27 1.514 -5.683 -2.816
H26 2.610 -2.938 -1.609
H27 1.437 -1.999 -3.672
H28 0.211 -3.600 -5.127
H29 0.422 -6.078 -4.626
H30 1.588 -6.741 -2.590
N6 -0.559 3.362 -2.154
C28 -0.129 4.596 -2.506
C29 0.545 4.882 -3.664
C30 0.886 3.819 -4.494
C31 0.461 2.545 -4.203
C32 -0.303 2.384 -3.040
H31 -0.478 5.362 -1.825
H32 0.880 5.870 -3.944
H33 1.527 3.981 -5.351
H34 0.705 1.754 -4.896
H35 -0.686 1.394 -2.832
N7 -0.339 3.995 0.830
C33 0.878 3.515 1.113
C34 1.787 4.114 1.956
C35 1.409 5.269 2.611
C36 0.152 5.812 2.396
C37 -0.651 5.123 1.486
H36 1.161 2.635 0.545
H37 2.810 3.771 1.988
H38 2.170 5.750 3.214
H39 -0.100 6.820 2.686
H40 -1.593 5.608 1.254
N8 -3.681 -2.970 -1.077
C38 -4.027 -4.236 -1.376
C39 -3.108 -5.280 -1.458
C40 -1.756 -5.024 -1.286
C41 -1.413 -3.722 -0.993
C42 -2.377 -2.734 -0.931
H41 -5.073 -4.428 -1.574
H42 -3.442 -6.298 -1.612
H43 -1.055 -5.840 -1.385
H44 -0.390 -3.497 -0.723
H45 -1.986 -1.735 -0.767
C43 2.427 -2.132 2.290
Cl1 1.598 -3.348 1.297
Cl2 4.129 -2.435 2.476
H46 2.288 -1.172 1.800
H47 2.007 -2.024 3.287

Cartesian forces (eV/Å) of the 3 atoms listed first:
2.851 -2.613 -0.860
0.355 -0.361 0.162
0.157 1.375 -0.892

Mulliken atomic charge list, values in e, 5 entries: 0.33, -0.19, 0.67, 0.02, -0.33

---

Below is a structure of composition C43H47CrN3O2PS2, with properties calculated with ωB97M-V/def2-TZVPD.

LUMO level (spin up / spin down) = 2.3 / 2.1 eV
HOMO (spin up / spin down) = -5.37 / -5.51 eV
spin multiplicity = 5
charge = -1
largest force on an atom = 0.6 eV/A
<S²> = 6.018
E = -4164.01640 Ha

CARTESIAN COORDINATES (ANGSTROEM)
Cr1 0.082 1.431 0.167
C1 -4.030 0.518 -2.528
C2 -4.031 1.438 -1.306
C3 -5.252 2.358 -1.306
C4 -3.944 0.646 -0.019
C5 -4.906 -0.324 0.257
C6 -4.838 -1.089 1.406
C7 -3.788 -0.905 2.292
C8 -2.819 0.063 2.062
C9 -1.679 0.286 3.036
C10 -1.333 -0.938 3.878
C11 -1.971 1.494 3.931
C12 -2.919 0.852 0.907
N1 -1.901 1.818 0.656
C13 -2.242 3.106 0.816
O1 -3.328 3.599 1.118
C14 -1.054 4.036 0.611
C15 -1.080 5.407 0.782
C16 0.112 6.107 0.625
C17 1.291 5.436 0.316
C18 1.234 4.064 0.153
N2 0.079 3.420 0.292
C19 2.433 3.161 -0.106
O2 3.550 3.673 -0.154
N3 2.071 1.875 -0.224
C20 3.140 0.930 -0.296
C21 3.647 0.426 0.909
C22 4.648 -0.539 0.870
C23 5.144 -0.999 -0.336
C24 4.631 -0.490 -1.518
C25 3.627 0.474 -1.528
C26 3.136 0.948 -2.888
C27 1.729 0.450 -3.221
C28 3.241 2.458 -3.121
C29 3.160 0.941 2.251
C30 4.172 1.926 2.841
C31 2.846 -0.180 3.240
H1 -4.016 1.107 -3.449
H2 -4.923 -0.110 -2.555
H3 -3.157 -0.136 -2.529
H4 -3.137 2.061 -1.369
H5 -6.171 1.770 -1.231
H6 -5.298 2.936 -2.232
H7 -5.211 3.045 -0.462
H8 -5.715 -0.484 -0.446
H9 -5.581 -1.854 1.597
H10 -3.717 -1.537 3.167
H11 -0.787 0.517 2.440
H12 -2.134 -1.182 4.580
H13 -0.439 -0.734 4.469
H14 -1.129 -1.810 3.256
H15 -2.793 1.258 4.613
H16 -2.266 2.371 3.355
H17 -1.094 1.745 4.534
H18 -2.015 5.881 1.042
H19 0.126 7.181 0.760
H20 2.244 5.933 0.205
H21 5.041 -0.936 1.798
H22 5.922 -1.752 -0.357
H23 5.010 -0.853 -2.467
H24 3.815 0.472 -3.603
H25 0.989 0.899 -2.558
H26 1.643 -0.632 -3.115
H27 1.472 0.725 -4.248
H28 2.377 2.980 -2.709
H29 3.266 2.661 -4.195
H30 4.132 2.884 -2.661
H31 2.228 1.487 2.079
H32 5.112 1.411 3.054
H33 3.797 2.346 3.777
H34 4.380 2.740 2.146
H35 3.756 -0.681 3.580
H36 2.192 -0.930 2.798
H37 2.352 0.230 4.124
S1 1.041 -3.314 1.781
P1 0.238 -2.820 0.061
S2 -0.124 -0.894 -0.394
C32 1.294 -3.363 -1.327
C33 2.671 -3.209 -1.211
C34 3.500 -3.534 -2.272
C35 2.962 -4.021 -3.456
C36 1.588 -4.173 -3.577
C37 0.755 -3.840 -2.518
C38 -1.321 -3.732 -0.219
C39 -1.338 -5.093 0.089
C40 -2.473 -5.848 -0.149
C41 -3.606 -5.249 -0.690
C42 -3.598 -3.895 -0.980
C43 -2.458 -3.136 -0.744
H38 3.086 -2.822 -0.287
H39 4.570 -3.399 -2.176
H40 3.612 -4.279 -4.283
H41 1.161 -4.546 -4.500
H42 -0.317 -3.947 -2.624
H43 -0.458 -5.546 0.527
H44 -2.478 -6.903 0.093
H45 -4.497 -5.839 -0.871
H46 -4.483 -3.416 -1.378
H47 -2.455 -2.072 -0.948

Cartesian forces (eV/Å) of the 3 atoms listed first:
0.085 -0.540 0.089
0.009 -0.005 -0.029
0.048 0.021 0.014

Mulliken atomic charge list, values in e, 5 entries: -0.51, -1.58, 0.95, -1.70, 0.72

---

Below is a structure of composition C43H47GeInN4O4S, with properties calculated with ωB97M-V/def2-TZVPD.

LUMO level = 4.2 eV
HOMO = -1.19 eV
charge = -2
largest force on an atom = 0.1 eV/A
E = -4851.99408 Ha

CARTESIAN COORDINATES (ANGSTROEM)
In1 -1.476 -1.030 0.959
C1 2.828 1.425 2.942
C2 1.336 1.258 3.140
N1 0.827 0.205 3.682
N2 1.667 -0.806 4.039
C3 1.083 -1.725 4.780
N3 1.944 -2.778 5.107
S1 -0.508 -1.788 5.406
C4 0.484 2.384 2.735
C5 1.032 3.408 1.969
C6 0.375 4.568 1.607
C7 -0.934 4.696 2.077
C8 -1.515 3.697 2.790
N4 -0.883 2.487 3.112
H1 3.330 0.629 3.485
H2 3.172 2.391 3.315
H3 3.102 1.344 1.887
H4 2.670 -2.909 4.417
H5 1.435 -3.614 5.343
H6 2.043 3.261 1.623
H7 0.847 5.320 0.994
H8 -1.527 5.583 1.884
H9 -2.524 3.781 3.157
C9 1.002 -0.688 -5.371
C10 0.030 -1.412 -4.459
C11 -0.816 -2.424 -5.230
O1 -0.831 -0.482 -3.816
C12 -0.843 -0.709 -2.388
C13 -0.108 -2.073 -2.302
O2 0.761 -2.034 -3.438
C14 0.538 -2.661 -1.019
O3 -0.428 -2.645 -0.047
C15 1.872 -2.036 -0.570
C16 2.103 -1.894 0.795
C17 3.322 -1.439 1.275
C18 4.345 -1.115 0.393
C19 4.125 -1.242 -0.970
C20 2.902 -1.696 -1.446
C21 0.863 -4.155 -1.348
C22 1.799 -4.564 -2.298
C23 2.027 -5.911 -2.543
C24 1.331 -6.884 -1.836
C25 0.407 -6.487 -0.881
C26 0.177 -5.138 -0.642
C27 -0.439 0.571 -1.588
O4 -0.231 0.245 -0.280
C28 -1.608 1.589 -1.698
C29 -1.675 2.577 -0.716
C30 -2.671 3.539 -0.741
C31 -3.636 3.531 -1.742
C32 -3.583 2.551 -2.720
C33 -2.574 1.592 -2.701
C34 0.802 1.301 -2.148
C35 0.789 2.010 -3.349
C36 1.907 2.713 -3.774
C37 3.058 2.732 -2.995
C38 3.071 2.049 -1.787
C39 1.950 1.345 -1.366
H10 0.452 -0.090 -6.099
H11 1.620 -1.415 -5.902
H12 1.636 -0.034 -4.777
H13 -1.413 -1.905 -5.982
H14 -1.490 -2.951 -4.557
H15 -0.169 -3.151 -5.724
H16 -1.880 -0.899 -2.094
H17 -0.900 -2.807 -2.507
H18 1.312 -2.127 1.497
H19 3.431 -1.314 2.345
H20 5.295 -0.748 0.766
H21 4.898 -0.961 -1.677
H22 2.746 -1.748 -2.513
H23 2.359 -3.829 -2.856
H24 2.759 -6.202 -3.289
H25 1.514 -7.936 -2.024
H26 -0.140 -7.231 -0.312
H27 -0.539 -4.804 0.097
H28 -0.930 2.573 0.071
H29 -2.694 4.296 0.033
H30 -4.422 4.277 -1.754
H31 -4.332 2.523 -3.504
H32 -2.548 0.843 -3.482
H33 -0.109 2.016 -3.953
H34 1.876 3.257 -4.712
H35 3.931 3.287 -3.322
H36 3.958 2.057 -1.164
H37 1.935 0.822 -0.418
C40 -4.524 1.749 2.470
Ge1 -3.459 1.538 4.109
C41 -3.847 -0.187 4.923
C42 -4.014 2.972 5.358
C43 -1.565 1.541 3.754
H38 -5.592 1.726 2.699
H39 -4.286 0.928 1.792
H40 -4.300 2.684 1.954
H41 -4.925 -0.330 5.030
H42 -3.370 -0.267 5.900
H43 -3.433 -0.978 4.296
H44 -4.958 2.699 5.835
H45 -4.157 3.925 4.845
H46 -3.260 3.107 6.135
H47 -1.010 0.653 4.012

Cartesian forces (eV/Å) of the 3 atoms listed first:
-0.032 0.000 0.023
-0.033 -0.029 -0.036
0.066 -0.049 0.060

Mulliken atomic charge list, values in e, 5 entries: 0.14, -2.02, 0.87, 0.40, -1.14